Entry 1:
Entry from the OMol25 dataset: a 2-piece molecular cluster, C2H8N2O2 overall in a non-equilibrium geometry (wB97M-V/def2-TZVPD).

Calculated values
LUMO   0.6 eV
ΔE to the lowest compared entry with this formula, charge and spin   16.20 kcal/mol
Orbital gap   10.421 eV
Molecular weight   92.1 g/mol
Electronic energy   -9279.208 eV
Spin multiplicity   1

Element x y z (Å)
C -0.39750 0.57935 -3.03929
N -0.42829 0.83805 -1.57469
H -1.05841 1.27506 -3.64508
H -0.75604 -0.42684 -3.28081
H 0.63151 0.68156 -3.44430
H -0.31490 1.85562 -1.38110
H -1.39240 0.65432 -1.23134
N 1.18225 -0.55127 0.48152
C 0.29458 -0.36915 1.46263
O -0.99220 -0.78921 1.10639
O 0.49472 0.18802 2.53830
H 2.16191 -0.36052 0.76661
H 0.89240 -0.49758 -0.48028
H -0.84435 -1.64081 0.65095

Entry 2:
Entry from the OMol25 dataset: an isolated ion of composition C5H12NO2 and charge -1 in a non-equilibrium geometry (wB97M-V/def2-TZVPD).

Calculated values
LUMO   3.5 eV
ΔE to the lowest compared entry with this formula, charge and spin   85.25 kcal/mol
Orbital gap   6.128 eV
Molecular weight   118.2 g/mol
Electronic energy   -10963.293 eV
Charge   -1
Spin multiplicity   1

Element x y z (Å)
C -2.05654 -0.08685 -0.04457
C -0.46542 -0.02101 -0.04844
C 0.04013 -0.57086 1.28609
C 1.42502 -0.11512 1.63513
O 1.72273 0.15223 3.01881
N 0.21265 -0.65682 -1.17622
C -0.00800 0.17812 -2.52698
O -0.77934 1.19514 -2.39444
H -2.53465 -0.62374 -0.85538
H -2.54893 -0.28727 0.93686
H -2.18557 0.98330 -0.19439
H -0.17378 1.03249 -0.23196
H -0.58900 -0.15979 2.05170
H 0.02974 -1.67624 1.39791
H 2.22623 -0.78487 1.27887
H 1.73487 0.82295 1.15250
H 0.96996 0.15230 3.59746
H -0.26321 -1.53833 -1.34478
H 1.05018 0.34647 -2.84785
H -0.36926 -0.67910 -3.26832

Entry 3:
Entry from the OMol25 dataset: an isolated ion of composition C4H12N2P and charge +1 in a non-equilibrium geometry (wB97M-V/def2-TZVPD).

Calculated values
LUMO   -5.0 eV
ΔE to the lowest compared entry with this formula, charge and spin   69.53 kcal/mol
Orbital gap   9.638 eV
Molecular weight   119.1 g/mol
Electronic energy   -16601.628 eV
Charge   +1
Spin multiplicity   1

Element x y z (Å)
C 2.82282 -0.35291 0.14249
C -2.33771 -1.38679 0.51210
C 1.72946 0.61562 -0.39411
C 0.53065 1.03554 0.42959
N -0.27755 -0.06404 0.64688
N -1.37717 -0.13917 0.17486
P -2.22720 1.09770 -0.74578
H 2.77873 -1.39937 -0.10918
H 3.81587 -0.06322 -0.41542
H 2.93159 -0.29586 1.24804
H -3.17387 -1.13188 1.16615
H -1.70277 -1.99879 1.10181
H -2.77432 -1.94810 -0.43510
H 1.32813 0.10486 -1.38033
H 2.13002 1.57714 -0.69529
H 0.81788 1.34459 1.45532
H 0.00933 1.87815 0.01261
H -3.39496 0.44052 -0.84990
H -1.62894 0.68602 -1.86474

Entry 4:
Entry from the OMol25 dataset: a 2-piece molecular cluster, C4H4BrN overall in a non-equilibrium geometry (wB97M-V/def2-TZVPD).

Calculated values
LUMO   -1.6 eV
ΔE to the lowest compared entry with this formula, charge and spin   93.08 kcal/mol
Orbital gap   8.953 eV
Molecular weight   146.0 g/mol
Electronic energy   -75740.323 eV
Spin multiplicity   1

Element x y z (Å)
C -1.60525 -2.12250 -1.53429
C -0.62471 0.61725 -0.48677
C 0.37710 0.24234 0.23324
C 0.85208 1.50590 0.94816
N -1.83391 -3.14840 -1.97217
Br 1.34701 -1.36097 0.61778
H -1.41962 -1.13032 -1.16990
H 0.74053 1.35120 2.02019
H 1.89800 1.67026 0.69407
H 0.26878 2.37524 0.64969

Entry 5:
Entry from the OMol25 dataset: BaCl2NiO8 as an isolated structure in a non-equilibrium geometry (wB97M-V/def2-TZVPD).

Calculated values
LUMO (spin up / spin down)   -9.0 / -9.0 eV
ΔE to the lowest compared entry with this formula, charge and spin   0.00 kcal/mol
Orbital gap (spin up / spin down)   7.473 / 7.219 eV
Molecular weight   394.9 g/mol
Electronic energy   -83124.722 eV
Charge   +2
⟨S²⟩   2.0134
Spin multiplicity   3

Element x y z (Å)
Ni 2.60696 -0.62227 1.11071
Ba -0.21671 -5.56100 1.90971
Cl 0.24391 2.97933 -1.28553
O -0.79888 3.81327 -1.60496
O 0.44845 2.00230 -2.37895
O 1.50840 3.61807 -0.95709
O -0.04189 2.07320 -0.19376
Cl -0.76017 -1.64405 0.70752
O -1.51426 -1.36975 -0.48527
O 0.30768 -0.69039 0.70690
O -1.51625 -1.55142 1.92801
O -0.26724 -3.04730 0.54273

Entry 6:
Entry from the OMol25 dataset: C55H49AuIN2OPSTe as an isolated structure in a non-equilibrium geometry (wB97M-V/def2-TZVPD).

Calculated values
LUMO (spin up / spin down)   -4.3 / -4.5 eV
ΔE to the lowest compared entry with this formula, charge and spin   76.62 kcal/mol
Orbital gap (spin up / spin down)   5.442 / 5.306 eV
Molecular weight   1268.5 g/mol
Electronic energy   -102060.360 eV
Charge   +1
⟨S²⟩   0.7743
Spin multiplicity   2

Element x y z (Å)
Au 0.02087 -1.88893 1.60387
S -1.87701 -1.25921 5.86241
C -2.45638 0.11197 4.95262
C -3.31201 1.13159 5.33571
C -3.59381 2.12269 4.41380
C -3.03250 2.11041 3.13734
C -2.16947 1.10901 2.75159
C -1.88143 0.09712 3.66545
N -1.02941 -0.93739 3.46553
C -0.91219 -1.73130 4.48528
C 0.00090 -2.84439 4.45195
C 0.36312 -3.55615 5.59997
C 1.31147 -4.55415 5.52161
C 1.89976 -4.86003 4.30545
C 1.54111 -4.15660 3.16195
C 0.60111 -3.15494 3.22587
H -3.73835 1.14349 6.32628
H -4.25148 2.93196 4.68808
H -3.26882 2.91187 2.45396
H -1.70265 1.08168 1.77672
H -0.08823 -3.29229 6.54703
H 1.61061 -5.08634 6.41088
H 2.63836 -5.64360 4.23278
H 2.02290 -4.41819 2.23067
I 1.67307 -3.48797 -0.50522
C 3.57909 -2.70780 -1.13599
C 4.12200 -3.45049 -2.15657
C 5.35002 -3.11404 -2.72848
C 6.02408 -2.03478 -2.24303
C 5.51349 -1.27504 -1.17101
C 6.30228 -0.21498 -0.68260
C 5.89636 0.53309 0.38451
C 4.65743 0.25692 0.96067
C 3.82571 -0.74487 0.49600
P 2.22881 -0.72091 1.44154
C 1.83200 1.05671 1.28743
C 1.38181 1.42020 0.01904
C 0.98036 2.71552 -0.24710
C 1.00044 3.66381 0.76328
C 1.48514 3.32313 2.01557
C 1.91170 2.03052 2.27879
C 2.82594 -0.93840 3.12947
C 3.94732 -1.70237 3.43542
C 4.28684 -1.91508 4.76023
C 3.51272 -1.37788 5.77522
C 2.37533 -0.64806 5.47207
C 2.02318 -0.44195 4.15356
C 4.23968 -1.58368 -0.57950
H 3.58901 -4.31439 -2.51979
H 5.74058 -3.71554 -3.53410
H 6.97647 -1.74508 -2.65691
H 7.24712 -0.02502 -1.16711
H 6.50670 1.32946 0.78020
H 4.33331 0.85085 1.80650
H 1.36480 0.66134 -0.75830
H 0.66239 2.99794 -1.24026
H 0.65351 4.66562 0.56162
H 1.53549 4.06355 2.80251
H 2.31130 1.80200 3.25712
H 4.54466 -2.13118 2.64127
H 5.15116 -2.51207 5.00796
H 3.79329 -1.52715 6.80601
H 1.75677 -0.25466 6.26503
H 1.11548 0.08631 3.89719
C -3.71451 -1.58978 -0.24997
C -2.33333 -1.76885 0.30258
O -2.11526 -2.66892 1.15308
N -1.31662 -1.01125 -0.02560
Te -1.54945 0.63666 -1.45519
C -1.79875 2.66807 -2.48800
C -2.53685 3.67036 -1.87873
C -3.37188 3.44239 -0.65474
C -2.52399 4.94283 -2.44685
C -1.77691 5.22218 -3.57707
C -1.75289 6.59225 -4.17595
C -1.02584 4.20023 -4.14746
C -1.01966 2.92259 -3.61180
C -0.19285 1.84056 -4.22964
C -2.35471 -0.48369 -3.08125
C -3.66689 -0.29067 -3.50906
C -4.57856 0.69726 -2.85485
C -4.15176 -1.06076 -4.56193
C -3.36563 -2.00924 -5.20004
C -3.90103 -2.82443 -6.33476
C -2.05961 -2.18565 -4.75303
C -1.54817 -1.44145 -3.70229
C -0.14553 -1.66078 -3.23911
H -4.36754 -2.33823 0.18891
H -3.70943 -1.70962 -1.33015
H -4.08078 -0.59459 0.00404
H -3.18090 2.45582 -0.22632
H -4.43064 3.51545 -0.90184
H -3.15255 4.19914 0.09609
H -3.11848 5.72297 -1.99075
H -2.35144 7.28664 -3.59522
H -2.14130 6.56979 -5.19210
H -0.73217 6.96495 -4.22352
H -0.43527 4.40717 -5.02882
H 0.44831 2.23588 -5.01224
H -0.83340 1.07470 -4.66657
H 0.43050 1.37182 -3.46410
H -4.14307 1.05075 -1.91936
H -5.54488 0.24380 -2.64436
H -4.74075 1.55512 -3.50529
H -5.17789 -0.91771 -4.87210
H -4.94862 -2.60629 -6.51932
H -3.80195 -3.88754 -6.12769
H -3.34263 -2.62007 -7.24638
H -1.42900 -2.92531 -5.22908
H 0.26498 -2.57770 -3.65123
H -0.12978 -1.72340 -2.15335
H 0.49607 -0.83536 -3.54662